(1)
The following is a quantum chemistry calculation of a structure of composition C14H17Cl2DyN, from the OMol25 dataset.

## Properties
- ΔE to the lowest compared entry with this formula, charge and spin: 0.0 kcal/mol
- Net charge: -1
- LUMO (alpha / beta): 2.735 / 2.797 eV
- Total energy: -2403.932441 a.u.
- <S²>: 9.762
- Highest occupied orbital energy (alpha / beta): -1.716 / -2.623 eV
- Multiplicity: 6
- M: 432.703 g mol⁻¹
- Orbital gap (alpha / beta): 4.451 / 5.421 eV

Element x y z (Å)
Dy1 -0.956 2.773 0.301
Cl1 -3.338 3.139 0.100
Cl2 0.894 4.350 0.001
C1 2.028 -0.423 -2.126
H1 2.699 0.329 -2.556
H2 2.495 -1.113 -1.413
C2 0.680 0.053 -1.635
C3 0.990 -0.938 -2.939
H3 0.357 -0.444 -0.711
C4 0.809 -0.358 -4.309
H4 0.675 -1.967 -2.772
C5 0.832 1.168 -4.360
H5 1.613 -0.736 -4.962
H6 -0.122 -0.754 -4.737
C6 -0.059 1.880 -3.345
H7 1.864 1.517 -4.236
H8 0.503 1.487 -5.353
C7 0.066 1.390 -1.878
H9 0.185 2.948 -3.381
H10 -1.107 1.801 -3.651
H11 0.657 2.196 -1.348
H12 -0.981 1.307 -1.467
N1 -0.789 1.062 1.761
C8 -0.836 0.210 2.580
C9 -0.848 -0.773 3.587
C10 -2.053 -1.161 4.214
C11 -2.034 -2.123 5.223
C12 -0.823 -2.727 5.596
C13 0.376 -2.317 5.006
C14 0.370 -1.357 3.998
H13 -2.995 -0.701 3.900
H14 -2.963 -2.406 5.717
H15 -0.819 -3.517 6.350
H16 1.330 -2.749 5.327
H17 1.301 -1.045 3.517

Mulliken atomic charge list, values in e, 4 entries:
1. Dy 1.04
2. Cl -0.58
3. Cl -0.58
4. C -0.80



(2)
The following is a quantum chemistry calculation of a structure of composition C41H40F5InNO7PSTe, from the OMol25 dataset.

## Properties
- ΔE to the lowest compared entry with this formula, charge and spin: 30.7 kcal/mol
- Net charge: -2
- LUMO: 3.938 eV
- Total energy: -3865.015465 a.u.
- Highest occupied orbital energy: -2.813 eV
- M: 1059.220 g mol⁻¹
- Orbital gap: 6.751 eV

Element x y z (Å)
In1 -0.162 -0.144 -0.839
C1 5.305 0.743 -5.062
O1 5.212 2.057 -4.545
C2 4.211 2.281 -3.637
C3 4.084 3.615 -3.195
C4 3.090 3.901 -2.299
C5 2.186 2.938 -1.806
C6 1.101 3.357 -0.932
C7 1.171 4.730 -0.272
O2 0.114 2.673 -0.693
C8 2.341 1.576 -2.227
O3 1.672 0.585 -1.796
C9 3.382 1.300 -3.170
H1 6.094 0.767 -5.812
H2 4.366 0.428 -5.524
H3 5.563 0.023 -4.281
H4 4.753 4.374 -3.577
H5 2.984 4.929 -1.972
H6 0.997 5.520 -1.007
H7 2.143 4.906 0.191
H8 0.386 4.774 0.480
H9 3.457 0.269 -3.478
O4 -2.424 1.769 -4.007
C10 -2.039 1.504 -2.871
O5 -1.188 0.595 -2.575
C11 -2.639 2.341 -1.723
P1 -2.555 1.486 -0.107
C12 -4.116 0.539 -0.071
C13 -4.579 -0.090 -1.226
C14 -5.680 -0.933 -1.177
C15 -6.329 -1.173 0.026
C16 -5.866 -0.564 1.185
C17 -4.767 0.282 1.135
C18 -2.899 2.845 1.077
C19 -4.129 3.493 1.190
C20 -4.301 4.533 2.092
C21 -3.242 4.941 2.894
C22 -2.013 4.305 2.789
C23 -1.843 3.263 1.886
H10 -3.647 2.652 -1.998
H11 -2.013 3.229 -1.622
H12 -4.064 0.052 -2.168
H13 -6.017 -1.421 -2.083
H14 -7.181 -1.841 0.064
H15 -6.355 -0.755 2.134
H16 -4.401 0.738 2.048
H17 -4.959 3.170 0.573
H18 -5.264 5.026 2.170
H19 -3.378 5.750 3.602
H20 -1.184 4.609 3.417
H21 -0.887 2.759 1.804
C24 -1.413 0.195 4.831
C25 -1.981 -0.340 3.653
C26 -1.289 -0.320 2.474
C27 0.018 0.240 2.388
C28 0.726 0.319 1.142
C29 1.999 0.836 1.186
C30 2.591 1.310 2.378
C31 1.901 1.285 3.554
C32 0.592 0.748 3.587
C33 -0.153 0.717 4.795
H22 -1.972 0.180 5.760
H23 -2.972 -0.780 3.684
H24 -1.714 -0.756 1.575
H25 2.577 0.893 0.273
H26 3.601 1.708 2.346
H27 2.338 1.664 4.473
H28 0.305 1.119 5.694
C34 -2.381 -3.447 0.822
C35 -1.681 -2.887 -0.417
C36 -2.391 -3.352 -1.688
O6 -1.680 -1.495 -0.348
H29 -2.438 -4.540 0.788
H30 -3.398 -3.041 0.879
H31 -1.843 -3.156 1.726
H32 -0.660 -3.293 -0.438
H33 -3.423 -2.986 -1.679
H34 -2.401 -4.445 -1.769
H35 -1.883 -2.940 -2.560
S1 2.080 -2.910 1.335
C37 3.207 -4.108 1.412
N1 3.842 -4.566 0.273
C38 4.773 -5.546 0.234
C39 5.181 -6.168 1.366
C40 4.587 -5.749 2.592
C41 3.650 -4.770 2.616
H36 3.556 -4.140 -0.599
H37 5.152 -5.783 -0.751
H38 5.924 -6.950 1.326
H39 4.889 -6.222 3.519
H40 3.189 -4.442 3.536
F1 3.207 -2.068 -1.542
Te1 1.946 -2.867 -2.661
F2 2.606 -1.779 -4.036
F3 1.148 -3.858 -4.028
F4 1.601 -4.325 -1.530
F5 3.460 -3.959 -3.039
O7 0.534 -1.929 -2.136

Mulliken atomic charge list, values in e, 4 entries:
1. In 2.42
2. C -0.73
3. O -0.50
4. C 1.27



(3)
The following is a quantum chemistry calculation of a cluster of 2 separate species, CH3Br3OSi in total, from the OMol25 dataset.

## Properties
- ΔE to the lowest compared entry with this formula, charge and spin: 82.9 kcal/mol
- LUMO (alpha / beta): -2.160 / -3.120 eV
- Total energy: -8126.716460 a.u.
- Highest occupied orbital energy (alpha / beta): -9.617 / -8.323 eV
- M: 298.832 g mol⁻¹
- Orbital gap (alpha / beta): 7.456 / 5.203 eV

Element x y z (Å)
C1 0.145 0.409 -0.478
O1 1.239 0.863 0.204
Si1 2.832 0.642 0.171
Br1 2.507 -3.199 -0.396
Br2 3.989 1.397 -1.585
Br3 3.473 1.233 2.140
H1 0.387 0.164 -1.515
H2 -0.623 1.110 -0.480
H3 -0.319 -0.493 0.008

Mulliken atomic charge list, values in e, 4 entries:
1. C -0.59
2. O -0.09
3. Si 0.42
4. Br -0.35



(4)
The following is a quantum chemistry calculation of an isolated molecule of C16H11FN2O3, from the OMol25 dataset.

## Properties
- SMILES: O=C1Nc2ccc(F)cc2/C1=C/c1[nH]cc2c1CCOC2=O
- LUMO: -1.158 eV
- Total energy: -1051.356619 a.u.
- Highest occupied orbital energy: -7.777 eV
- M: 298.273 g mol⁻¹
- Orbital gap: 6.619 eV

Element x y z (Å)
O1 -1.564 2.539 0.648
C1 -1.115 1.720 1.393
N1 -1.080 2.117 2.719
C2 -0.655 1.027 3.448
C3 -0.400 0.790 4.831
C4 0.499 -0.204 5.203
C5 0.923 -1.114 4.213
F1 1.647 -2.159 4.759
C6 0.657 -1.052 2.843
C7 -0.149 0.010 2.511
C8 -0.507 0.430 1.150
C9 -0.247 -0.405 0.048
C10 -0.489 0.112 -1.177
N2 -1.261 1.151 -1.663
C11 -1.116 1.378 -3.008
C12 -0.290 0.439 -3.417
C13 0.205 -0.300 -2.340
C14 1.185 -1.449 -2.589
C15 1.053 -1.984 -4.030
O2 1.077 -0.817 -4.955
C16 0.300 0.286 -4.728
O3 -0.011 1.062 -5.683
H1 -1.468 3.027 3.031
H2 -0.861 1.476 5.686
H3 0.841 -0.373 6.236
H4 0.943 -1.780 2.120
H5 0.063 -1.403 0.178
H6 -1.889 1.817 -1.113
H7 -1.614 2.113 -3.597
H8 2.144 -0.992 -2.565
H9 1.175 -2.292 -1.925
H10 1.905 -2.576 -4.163
H11 0.100 -2.592 -4.065

Mulliken atomic charge list, values in e, 4 entries:
1. O -0.72
2. C 0.38
3. N -0.06
4. C -0.35



(5)
The following is a quantum chemistry calculation of a structure of composition C16H23O4PdS, from the OMol25 dataset.

## Properties
- ΔE to the lowest compared entry with this formula, charge and spin: 8.4 kcal/mol
- Net charge: -1
- LUMO (alpha / beta): 3.236 / 2.289 eV
- Total energy: -1450.239678 a.u.
- <S²>: 6.019
- Highest occupied orbital energy (alpha / beta): -3.973 / -3.554 eV
- Multiplicity: 5
- M: 417.843 g mol⁻¹
- Orbital gap (alpha / beta): 7.209 / 5.842 eV

Element x y z (Å)
Pd1 0.115 -0.750 0.315
C1 -0.724 -2.831 -0.320
C2 -1.588 -1.799 -0.820
C3 -0.888 -1.073 -1.821
H1 -2.635 -1.648 -0.553
C4 0.442 -1.604 -1.933
C5 0.511 -2.728 -1.019
H2 1.353 -3.407 -0.915
H3 -0.998 -3.598 0.399
H4 -1.316 -0.299 -2.464
H5 1.196 -1.275 -2.601
C6 1.581 -0.635 2.092
C7 2.093 -1.703 1.265
C8 2.556 -1.123 0.044
H6 2.141 -2.746 1.559
C9 2.307 0.261 0.072
C10 1.699 0.592 1.320
H7 1.436 1.580 1.680
H8 1.241 -0.713 3.099
H9 3.072 -1.655 -0.762
H10 2.603 0.991 -0.692
O1 -0.688 0.931 0.010
C11 0.116 3.022 -1.849
C12 -1.337 2.976 -1.484
C13 0.604 1.967 -2.757
C14 0.986 3.523 -0.764
C15 -1.707 1.819 -0.384
H11 -1.998 2.798 -2.358
H12 -1.675 3.946 -1.051
H13 -1.985 2.254 0.562
H14 -2.470 1.153 -0.757
H15 0.977 2.615 -3.584
H16 -0.158 1.276 -3.168
H17 1.461 1.309 -2.447
H18 1.107 4.575 -1.107
H19 2.001 3.069 -0.684
H20 0.593 3.563 0.280
C16 -0.948 -2.494 3.230
S1 -2.063 -1.223 2.673
O2 -2.943 -1.848 1.695
O3 -2.677 -0.647 3.856
O4 -1.176 -0.166 2.068
H21 -1.562 -3.279 3.681
H22 -0.290 -2.057 3.984
H23 -0.366 -2.920 2.408

Mulliken atomic charge list, values in e, 4 entries:
1. Pd 0.00
2. C -0.58
3. C -0.70
4. C -0.28